Entry 1:
A 2-piece molecular cluster, C5H13NO overall at a distorted geometry. Source: OMol25; level of theory: ωB97M-V/def2-TZVPD.

CARTESIAN COORDINATES (ANGSTROEM)
C (-0.7724, 1.7554, 0.2180)
C (-0.9663, 0.7419, -0.9224)
C (-0.2837, 1.1808, -2.1930)
N (-0.6126, 2.3672, -2.7779)
O (0.5668, 0.4794, -2.7099)
H (-1.0810, 1.0622, 1.0048)
H (-1.3551, 2.6697, 0.2044)
H (0.2740, 2.0026, 0.4060)
H (-0.6906, -0.2445, -0.5750)
H (-2.0490, 0.6950, -1.0957)
H (0.0885, 2.8884, -3.2471)
H (-1.2980, 2.9899, -2.3624)
C (1.0703, -1.6118, 2.0351)
C (0.9928, -3.0404, 1.4779)
H (0.0991, -1.1121, 2.0335)
H (1.2775, -1.5896, 3.1083)
H (1.8925, -1.0785, 1.5715)
H (1.9287, -3.3796, 1.0448)
H (0.3588, -3.0475, 0.5853)
H (0.5599, -3.7287, 2.1939)

## Properties
- HOMO energy (eV) = -9.58
- energy relative to the best compared isomer or geometry (same formula, charge and spin) (eV) = 0.6483
- lowest unoccupied orbital energy (Eh) = 0.031

=====

Entry 2:
A 2-piece molecular cluster, C2H3Br overall at a distorted geometry. Source: OMol25; level of theory: ωB97M-V/def2-TZVPD.

CARTESIAN COORDINATES (ANGSTROEM)
C (0.4148, 0.1036, 0.9619)
C (0.5459, -1.1017, 0.5238)
Br (1.0876, -2.7370, 0.9900)
H (0.1406, 0.9183, 0.1832)
H (0.9039, 0.4277, 1.9656)
H (-1.3630, -1.4237, -1.7103)

## Properties
- HOMO energy (spin up / spin down) (eV) = -8.57 / -9.81
- energy relative to the best compared isomer or geometry (same formula, charge and spin) (eV) = 4.9586
- lowest unoccupied orbital energy (spin up / spin down) (Eh) = 0.006 / -0.016

=====

Entry 3:
A 6-piece molecular cluster, C19H53BNO7S5Si overall. Source: OMol25; level of theory: ωB97M-V/def2-TZVPD.

CARTESIAN COORDINATES (ANGSTROEM)
C (1.8183, 2.0422, 0.9323)
C (1.7621, 0.8900, -0.0891)
N (0.8648, -0.1741, 0.3364)
B (-0.1006, -0.8642, -0.6734)
C (0.5784, -1.9710, -1.6364)
C (1.1980, -1.3822, -2.9068)
O (-0.8302, 0.1918, -1.4464)
C (-1.7516, 0.6482, -0.4830)
C (-2.3381, -0.6358, 0.0999)
Si (-3.7129, -1.3603, -0.9808)
C (-2.9966, -2.3940, -2.3578)
C (-4.9142, -2.4198, 0.0359)
C (-4.7250, 0.0491, -1.7186)
O (-1.2135, -1.4988, 0.1971)
H (2.3762, 1.6885, 1.8042)
H (2.3175, 2.9364, 0.5406)
H (0.8046, 2.3091, 1.2424)
H (1.4514, 1.2845, -1.0623)
H (2.7839, 0.5030, -0.1897)
H (1.4277, -0.9017, 0.7583)
H (-0.1737, -2.7202, -1.9082)
H (1.3565, -2.5133, -1.0796)
H (1.4911, -2.1391, -3.6449)
H (2.0903, -0.7899, -2.6811)
H (0.4847, -0.7028, -3.3867)
H (-1.1833, 1.1491, 0.3189)
H (-2.4775, 1.3614, -0.8914)
H (-2.7561, -0.3949, 1.0900)
H (-3.6856, -2.4771, -3.2037)
H (-2.0700, -1.9327, -2.7046)
H (-2.7595, -3.4017, -2.0103)
H (-4.8382, -3.4726, -0.2452)
H (-4.7116, -2.3457, 1.1074)
H (-5.9486, -2.1055, -0.1238)
H (-5.6746, -0.3075, -2.1265)
H (-4.1679, 0.5429, -2.5190)
H (-4.9472, 0.8012, -0.9553)
C (3.6153, -1.9191, 1.9812)
S (4.2217, -0.3708, 2.6436)
O (5.6793, -0.2917, 2.3052)
C (4.1232, -0.8418, 4.3704)
H (3.6325, -1.8276, 0.8952)
H (4.2728, -2.7239, 2.3097)
H (2.5920, -2.0705, 2.3287)
H (4.7604, -1.7114, 4.5339)
H (3.0828, -1.0590, 4.6166)
H (4.4826, 0.0048, 4.9532)
C (7.1714, 1.5546, 0.1229)
S (5.4005, 1.7951, -0.0512)
O (5.0067, 0.8593, -1.1369)
C (5.4925, 3.4209, -0.8239)
H (7.2944, 0.5717, 0.5738)
H (7.6205, 1.5914, -0.8690)
H (7.5919, 2.3144, 0.7830)
H (6.0737, 3.3415, -1.7424)
H (5.9411, 4.1333, -0.1306)
H (4.4696, 3.7166, -1.0501)
C (-1.4348, -1.5005, 5.9169)
S (-0.7669, -2.2827, 4.4394)
O (0.6995, -1.9955, 4.4753)
C (-1.5261, -1.1872, 3.2599)
H (-1.0357, -2.0297, 6.7800)
H (-1.1104, -0.4598, 5.9282)
H (-2.5223, -1.5694, 5.9028)
H (-1.2123, -0.1624, 3.4631)
H (-2.6093, -1.2851, 3.3513)
H (-1.2214, -1.4873, 2.2503)
C (-2.9196, 3.8968, 1.1241)
S (-2.6912, 2.7583, 2.4936)
O (-3.7255, 1.7027, 2.3491)
C (-3.3055, 3.8768, 3.7668)
H (-2.6192, 3.3603, 0.2254)
H (-3.9726, 4.1724, 1.0695)
H (-2.2830, 4.7702, 1.2654)
H (-4.3257, 4.1676, 3.5171)
H (-2.6520, 4.7463, 3.8391)
H (-3.2926, 3.3259, 4.7052)
C (-0.1400, -1.8006, -6.3230)
S (-1.9048, -1.7910, -5.9985)
O (-2.5402, -2.5456, -7.1174)
C (-2.1614, -0.0485, -6.3518)
H (0.2002, -2.8238, -6.1777)
H (0.0279, -1.4857, -7.3529)
H (0.3629, -1.1495, -5.6085)
H (-1.8505, 0.1541, -7.3766)
H (-1.5959, 0.5475, -5.6352)
H (-3.2255, 0.1450, -6.2328)

## Properties
- total charge = -1
- HOMO energy (eV) = -4.04
- lowest unoccupied orbital energy (Eh) = 0.074

=====

Entry 4:
C43H39BN14NiOP2Se2 as an isolated structure. Source: OMol25; level of theory: ωB97M-V/def2-TZVPD.

CARTESIAN COORDINATES (ANGSTROEM)
Ni (1.0676, 0.5717, -1.7534)
C (4.8318, -0.4507, -0.0367)
C (3.4508, -0.6251, -0.0881)
N (2.9663, -0.1987, -1.2510)
N (4.0146, 0.2526, -1.9631)
C (5.1465, 0.1240, -1.2500)
B (3.7934, 0.8541, -3.3640)
N (2.7409, 0.0001, -4.1381)
C (2.8681, -0.5846, -5.3416)
C (1.6322, -1.0577, -5.7295)
C (0.7802, -0.6970, -4.6854)
N (1.4557, -0.0545, -3.7345)
N (3.1659, 2.2598, -3.1926)
C (3.3929, 3.4109, -3.8477)
C (2.3957, 4.3032, -3.5212)
C (1.5719, 3.5951, -2.6517)
N (2.0331, 2.3654, -2.4394)
N (5.1059, 0.7998, -4.1235)
C (5.8998, -0.2999, -4.2268)
C (6.8890, -0.0259, -5.1337)
C (6.6130, 1.2897, -5.5529)
N (5.5423, 1.7758, -4.9551)
H (5.4984, -0.6920, 0.7717)
H (2.7948, -1.0093, 0.6766)
H (6.0912, 0.4482, -1.6517)
H (3.8211, -0.6111, -5.8429)
H (1.3835, -1.5734, -6.6397)
H (-0.2822, -0.8447, -4.5868)
H (4.2485, 3.4935, -4.4931)
H (2.2872, 5.3185, -3.8586)
H (0.6793, 3.9397, -2.1670)
H (5.6987, -1.1899, -3.6528)
H (7.6919, -0.6711, -5.4443)
H (7.1518, 1.8996, -6.2606)
Se (1.9534, -1.0558, 5.0788)
P (0.1911, -0.3875, 4.1838)
C (-0.6362, 1.0171, 4.9862)
C (-1.0197, 0.8177, 6.3131)
C (-1.6730, 1.8184, 7.0097)
C (-1.9463, 3.0318, 6.3895)
C (-1.5600, 3.2381, 5.0750)
C (-0.9040, 2.2348, 4.3713)
C (-1.1341, -1.6373, 4.1658)
C (-2.4676, -1.2613, 4.0137)
C (-3.4812, -2.2001, 4.1365)
C (-3.1677, -3.5160, 4.4474)
C (-1.8423, -3.8928, 4.6186)
C (-0.8274, -2.9591, 4.4771)
C (0.4750, 0.1788, 2.4798)
C (0.1322, -0.2103, 1.1843)
N (0.7829, 0.6355, 0.3447)
N (1.4509, 1.4987, 1.0744)
N (1.2857, 1.2472, 2.3536)
P (-0.9022, -1.4330, 0.4501)
Se (-0.2080, -1.6824, -1.6423)
C (-2.6096, -0.8964, 0.3656)
C (-3.5487, -1.6456, -0.3457)
C (-4.8698, -1.2320, -0.3772)
C (-5.2485, -0.0639, 0.2750)
C (-4.3068, 0.7002, 0.9489)
C (-2.9827, 0.2893, 0.9927)
C (-0.6549, -3.0372, 1.1854)
C (0.6455, -3.3489, 1.5905)
C (0.9410, -4.6381, 1.9971)
C (-0.0503, -5.6109, 1.9853)
C (-1.3428, -5.2952, 1.5908)
C (-1.6543, -4.0054, 1.1909)
H (-0.7949, -0.1232, 6.8027)
H (-1.9628, 1.6562, 8.0393)
H (-2.4491, 3.8180, 6.9373)
H (-1.7535, 4.1906, 4.5981)
H (-0.5779, 2.4178, 3.3568)
H (-2.7228, -0.2224, 3.8496)
H (-4.5147, -1.8956, 4.0287)
H (-3.9585, -4.2438, 4.5791)
H (-1.5983, -4.9142, 4.8807)
H (0.2071, -3.2325, 4.6461)
H (-3.2507, -2.5447, -0.8713)
H (-5.6050, -1.8207, -0.9100)
H (-6.2838, 0.2521, 0.2531)
H (-4.6006, 1.6123, 1.4520)
H (-2.2462, 0.8831, 1.5215)
H (1.4154, -2.5867, 1.6065)
H (1.9429, -4.8808, 2.3240)
H (0.1845, -6.6206, 2.2955)
H (-2.1147, -6.0529, 1.6031)
H (-2.6668, -3.7591, 0.9019)
C (-4.0453, 1.0988, -3.7050)
N (-3.1250, 1.7064, -2.7446)
C (-3.4322, 2.8545, -2.0951)
C (-2.5797, 3.4031, -1.2114)
C (-1.3154, 2.7618, -1.0303)
N (-0.9745, 1.6727, -1.7297)
C (-1.9069, 1.0824, -2.5263)
O (-1.7143, -0.0019, -3.0916)
N (-0.4546, 3.2894, -0.1627)
H (-4.9929, 1.6283, -3.6525)
H (-4.1897, 0.0515, -3.4577)
H (-3.6376, 1.1679, -4.7116)
H (-4.3992, 3.2835, -2.3184)
H (-2.8314, 4.3042, -0.6739)
H (-0.7147, 4.1095, 0.3567)
H (0.4228, 2.8403, 0.0785)

## Properties
- total charge = +1
- HOMO energy (spin up / spin down) (eV) = -10.06 / -10.06
- ⟨S²⟩ = 3.759
- energy relative to the best compared isomer or geometry (same formula, charge and spin) (eV) = 0.0000
- multiplicity = 4
- lowest unoccupied orbital energy (spin up / spin down) (Eh) = -0.110 / -0.195